Computed, not measured: a 2-piece molecular cluster, C4H9NOS2 overall at a distorted geometry, with ωB97M-V with the def2-TZVPD basis set.

Each line ends with the Löwdin charge.
Atoms and positions in Å:
S (-0.664, 1.909, -0.242)  0.88
S (2.598, -0.666, -0.084)  0.55
O (-2.607, -0.521, 0.140)  -0.21
N (0.326, 0.768, 0.312)  -0.66
C (-0.325, -0.193, 1.147)  -0.23
C (-0.843, -1.740, -0.836)  -0.13
C (1.570, 0.690, -0.095)  -0.71
C (-1.367, -1.179, 0.482)  -0.44
H (-1.485, -2.663, -1.174)  0.11
H (-0.621, 0.253, 2.052)  0.10
H (1.591, 1.615, -0.785)  0.07
H (-0.996, -1.137, -1.832)  0.09
H (0.551, -0.808, 1.525)  0.10
H (0.118, -2.236, -0.605)  0.06
H (-1.509, -2.085, 1.189)  0.17
H (-1.329, 0.987, -1.073)  -0.09
H (-2.906, -0.477, -1.571)  0.35

Summary:
**Energy relative to the best compared isomer or geometry (same formula, charge and spin)**: 162.3 kcal/mol
**Max |F|**: 4.591 eV Å⁻¹
**Frontier orbital gap**: 0.24113 hartree
**E_LUMO**: -2.0 eV
**Charge**: 0
**HOMO level**: -0.3150 hartree



Computed, not measured: one molecule with the formula C4H9NOS2 at a distorted geometry, with ωB97M-V with the def2-TZVPD basis set.

Each line ends with the Löwdin charge.
Atoms and positions in Å:
S (0.834, 0.307, -0.930)  0.43
S (2.180, 0.909, 0.343)  0.41
O (-2.408, -1.550, -1.801)  0.08
N (-1.808, -0.343, 1.422)  0.03
C (-2.373, -0.934, -0.805)  -0.31
C (0.025, -1.160, -0.094)  -0.44
C (-1.492, -1.246, 0.319)  -0.43
C (1.525, 2.257, 1.449)  -0.41
H (1.717, 1.861, 2.491)  0.04
H (-0.081, -2.095, -0.808)  0.12
H (2.241, 3.047, 1.286)  0.01
H (-2.528, 0.280, -0.901)  0.17
H (-1.815, -2.262, 0.715)  0.17
H (-2.377, -0.498, 2.149)  0.01
H (-0.922, 0.156, 1.740)  0.10
H (0.572, 2.658, 1.336)  0.01
H (0.787, -1.301, 0.628)  0.01

Summary:
**Energy relative to the best compared isomer or geometry (same formula, charge and spin)**: 66.9 kcal/mol
**Max |F|**: 6.686 eV Å⁻¹
**Frontier orbital gap**: 0.35439 hartree
**E_LUMO**: 0.7 eV
**Structure (SMILES)**: CSSC[C@@H](N)C=O
**Charge**: 0
**HOMO level**: -0.3300 hartree



Computed, not measured: one molecule with the formula C4H9NOSi at a distorted geometry, with ωB97M-V with the def2-TZVPD basis set.

Each line ends with the Löwdin charge.
Atoms and positions in Å:
Si (1.994, 0.070, 0.372)  0.54
O (1.779, 1.419, -0.505)  -0.35
N (-1.957, -0.642, 0.332)  0.03
C (0.505, -1.067, 0.339)  -0.20
C (1.408, 1.479, -1.848)  -0.17
C (-3.033, -0.678, 1.271)  -0.11
C (-0.767, -0.827, 0.454)  -0.21
H (-3.737, 0.115, 1.000)  0.08
H (-2.711, -0.532, 2.306)  0.08
H (3.080, -0.760, -0.173)  -0.03
H (2.148, 0.975, -2.477)  0.08
H (0.436, 0.998, -2.001)  0.08
H (1.344, 2.528, -2.139)  0.08
H (2.313, 0.684, 1.652)  -0.03
H (0.735, -2.122, 0.234)  0.05
H (-3.537, -1.642, 1.183)  0.08

Summary:
**Energy relative to the best compared isomer or geometry (same formula, charge and spin)**: 52.7 kcal/mol
**Max |F|**: 1.507 eV Å⁻¹
**Frontier orbital gap**: 0.35105 hartree
**E_LUMO**: 0.8 eV
**Structure (SMILES)**: CN=C=C[SiH2]OC
**Charge**: 0
**HOMO level**: -0.3230 hartree



Computed, not measured: an isolated ion of composition C4H9NP and charge +1 at a distorted geometry, with ωB97M-V with the def2-TZVPD basis set.

Each line ends with the Löwdin charge.
Atoms and positions in Å:
P (-1.880, -0.502, 0.075)  0.96
N (0.500, -1.954, -0.392)  0.12
C (0.855, 0.815, 0.507)  0.00
C (-0.172, -1.026, 0.565)  -0.41
C (-0.129, 1.668, -0.217)  -0.30
C (-1.515, 1.095, -0.244)  -0.40
H (0.984, 1.020, 1.557)  0.09
H (0.002, -2.854, -0.426)  0.17
H (-0.068, -1.394, 1.582)  0.08
H (0.179, 1.819, -1.258)  0.12
H (1.768, 0.560, -0.009)  0.08
H (-2.301, 1.767, -0.552)  0.06
H (0.489, -1.537, -1.332)  0.16
H (1.476, -2.129, -0.116)  0.17
H (-0.187, 2.650, 0.260)  0.12

Summary:
**Energy relative to the best compared isomer or geometry (same formula, charge and spin)**: 44.5 kcal/mol
**Max |F|**: 4.089 eV Å⁻¹
**Frontier orbital gap**: 0.34682 hartree
**E_LUMO**: -4.1 eV
**Charge**: +1
**HOMO level**: -0.4965 hartree



Computed, not measured: one molecule with the formula C4H9NS at a distorted geometry, with ωB97M-V with the def2-TZVPD basis set.

Each line ends with the Löwdin charge.
Atoms and positions in Å:
S (-0.921, 1.314, -0.507)  0.82
N (-1.537, -0.148, -1.319)  -0.37
C (0.431, -0.578, 1.068)  -0.32
C (1.831, 0.038, 0.793)  -0.13
C (-0.607, 0.543, 1.137)  -0.50
C (-1.574, -0.351, -2.635)  -0.13
H (-1.691, -1.286, -3.128)  0.04
H (0.486, -1.140, 2.014)  0.10
H (2.582, -0.672, 1.154)  0.07
H (-0.224, 1.453, 1.491)  0.01
H (1.885, 0.840, 1.545)  0.07
H (-1.515, 0.258, 1.737)  0.10
H (0.285, -1.291, 0.142)  0.12
H (-1.318, 0.559, -3.316)  0.08
H (1.888, 0.461, -0.175)  0.04

Summary:
**Energy relative to the best compared isomer or geometry (same formula, charge and spin)**: 52.8 kcal/mol
**Max |F|**: 5.880 eV Å⁻¹
**Frontier orbital gap**: 0.35440 hartree
**E_LUMO**: 0.9 eV
**Structure (SMILES)**: C=NSCCC
**Charge**: 0
**HOMO level**: -0.3209 hartree



Computed, not measured: one molecule with the formula C4H9NS at a distorted geometry, with ωB97M-V with the def2-TZVPD basis set.

Each line ends with the Löwdin charge.
Atoms and positions in Å:
S (0.498, -0.661, -0.869)  0.92
N (2.379, 0.835, 0.125)  0.07
C (-1.017, 1.575, -0.013)  -0.19
C (-0.453, 0.714, -1.181)  -0.56
C (1.749, -0.157, 0.524)  -0.34
C (-0.642, -1.963, 0.050)  -0.28
H (-0.175, -2.827, 0.496)  0.01
H (-0.645, 1.376, 0.905)  0.00
H (-1.056, -1.548, 0.954)  0.01
H (-1.115, 0.533, -2.046)  0.03
H (-1.479, -2.254, -0.662)  0.06
H (-0.742, 2.716, -0.268)  0.11
H (-2.050, 1.431, -0.039)  0.03
H (1.644, -0.926, 1.266)  0.08
H (3.105, 1.157, 0.759)  0.07

Summary:
**Energy relative to the best compared isomer or geometry (same formula, charge and spin)**: 111.0 kcal/mol
**Max |F|**: 5.651 eV Å⁻¹
**Frontier orbital gap**: 0.26479 hartree
**E_LUMO**: 0.6 eV
**Charge**: 0
**HOMO level**: -0.2416 hartree



Computed, not measured: one molecule with the formula C4H9NS at a distorted geometry, with ωB97M-V with the def2-TZVPD basis set.

Each line ends with the Löwdin charge.
Atoms and positions in Å:
S (0.608, 1.679, 0.787)  0.78
N (-1.820, -0.431, 0.923)  0.02
C (-0.649, -0.953, 1.527)  -0.22
C (-0.655, -0.671, 0.116)  -0.38
C (0.117, 0.548, -0.490)  -0.69
C (1.246, -0.056, -1.364)  -0.13
H (-1.936, 0.567, 1.136)  0.09
H (-0.572, 1.084, -1.200)  0.11
H (0.796, -0.482, -2.256)  0.07
H (1.828, -0.843, -0.830)  0.09
H (0.507, 2.775, 0.005)  -0.12
H (-0.822, -1.484, -0.582)  0.14
H (-0.710, -1.984, 1.779)  0.09
H (0.068, -0.421, 2.164)  0.08
H (1.995, 0.674, -1.714)  0.07

Summary:
**Energy relative to the best compared isomer or geometry (same formula, charge and spin)**: 36.0 kcal/mol
**Max |F|**: 2.520 eV Å⁻¹
**Frontier orbital gap**: 0.37094 hartree
**E_LUMO**: 0.8 eV
**Structure (SMILES)**: C[C@H](S)[C@H]1CN1
**Charge**: 0
**HOMO level**: -0.3431 hartree



Computed, not measured: a 2-piece molecular cluster, C4H9O overall at a distorted geometry, with ωB97M-V with the def2-TZVPD basis set.

Each line ends with the Löwdin charge.
Atoms and positions in Å:
O (-2.634, -0.133, 1.012)  -0.30
C (0.056, 1.510, -0.953)  -0.12
C (-0.829, -0.852, -0.502)  -0.15
C (-1.944, 0.113, -0.074)  -0.61
C (-0.447, 0.496, 0.049)  -0.33
H (0.576, 2.330, -0.448)  0.05
H (0.763, 1.087, -1.674)  0.05
H (4.856, -2.106, 2.684)  0.00
H (-2.464, 0.579, -0.932)  0.10
H (-0.916, -1.809, -0.008)  0.07
H (-0.720, -0.938, -1.584)  0.07
H (-0.236, 0.623, 1.101)  0.11
H (-0.786, 1.928, -1.507)  0.06
H (4.726, -2.828, 2.835)  0.00

Summary:
**Energy relative to the best compared isomer or geometry (same formula, charge and spin)**: 39.6 kcal/mol
**Max |F|**: 1.244 eV Å⁻¹
**Frontier orbital gap**: 0.21722 hartree
**E_LUMO**: 4.3 eV
**Charge**: -1
**HOMO level**: -0.0579 hartree



Computed, not measured: a 2-piece molecular cluster, C4H9O overall at a distorted geometry, with ωB97M-V with the def2-TZVPD basis set.

Each line ends with the Löwdin charge.
Atoms and positions in Å:
O (1.291, -1.221, 0.209)  -0.38
C (0.554, 1.632, -0.779)  -0.13
C (-0.923, 1.656, -0.487)  -0.27
C (0.970, -2.386, 0.640)  -0.59
C (-1.627, 0.784, 0.283)  -0.04
H (-1.265, -0.231, 0.710)  0.07
H (-1.585, 2.451, -0.810)  0.06
H (0.867, 0.603, -0.803)  0.02
H (-2.689, 1.062, 0.612)  0.05
H (-0.153, -2.614, 0.530)  0.02
H (0.537, 1.937, -1.883)  0.07
H (1.651, -3.260, 0.198)  0.03
H (1.091, -2.681, 1.851)  0.03
H (1.281, 2.270, -0.272)  0.06

Summary:
**Energy relative to the best compared isomer or geometry (same formula, charge and spin)**: 40.3 kcal/mol
**Max |F|**: 3.475 eV Å⁻¹
**Frontier orbital gap**: 0.23311 hartree
**E_LUMO**: 4.1 eV
**Charge**: -1
**HOMO level**: -0.0816 hartree



Computed, not measured: C4H9O2 as an isolated structure at a distorted geometry, with ωB97M-V with the def2-TZVPD basis set.

Each line ends with the Löwdin charge.
Atoms and positions in Å:
O (1.343, 1.213, -0.510)  -0.25
O (0.335, -0.702, -1.148)  -0.14
C (-1.622, -1.568, -0.007)  -0.08
C (0.032, 0.078, 1.086)  -0.18
C (-0.650, -0.408, -0.186)  -0.52
C (0.686, 1.401, 0.679)  -0.43
H (-1.273, 0.455, -0.502)  0.13
H (-0.116, 2.173, 0.588)  0.09
H (1.349, 1.780, 1.499)  0.08
H (-2.667, -1.263, -0.131)  0.05
H (-1.437, -2.426, -0.647)  0.06
H (0.868, -0.597, 1.294)  0.12
H (0.918, 0.155, -0.966)  -0.09
H (-0.756, 0.216, 1.838)  0.10
H (-1.626, -2.034, 0.994)  0.06

Summary:
**Energy relative to the best compared isomer or geometry (same formula, charge and spin)**: 45.6 kcal/mol
**Max |F|**: 2.868 eV Å⁻¹
**Frontier orbital gap**: 0.27654 hartree
**E_LUMO**: 4.4 eV
**Charge**: -1
**HOMO level**: -0.1145 hartree



Computed, not measured: C4H9O2 as an isolated structure at a distorted geometry, with ωB97M-V with the def2-TZVPD basis set.

Each line ends with the Löwdin charge.
Atoms and positions in Å:
O (-2.516, 0.386, -0.391)  -0.05
O (2.286, -1.167, 0.092)  -0.36
C (0.327, -0.194, -0.912)  -0.21
C (-0.443, -0.622, 0.323)  -0.14
C (1.822, -0.054, -0.493)  -0.57
C (-1.825, -0.183, 0.421)  -0.50
H (-0.085, 0.716, -1.355)  0.09
H (1.869, 0.857, 0.157)  0.06
H (-0.535, 1.941, 1.134)  0.04
H (-0.042, 1.982, 1.693)  0.06
H (-1.321, -1.365, -0.070)  0.16
H (2.363, 0.253, -1.443)  0.08
H (-2.279, -0.397, 1.424)  0.12
H (0.279, -0.989, -1.653)  0.10
H (0.102, -1.165, 1.074)  0.11

Summary:
**Energy relative to the best compared isomer or geometry (same formula, charge and spin)**: 105.3 kcal/mol
**Max |F|**: 3.381 eV Å⁻¹
**Frontier orbital gap**: 0.23953 hartree
**E_LUMO**: 3.9 eV
**Charge**: -1
**HOMO level**: -0.0950 hartree



Computed, not measured: a 2-piece molecular cluster, C4H9O2 overall at a distorted geometry, with ωB97M-V with the def2-TZVPD basis set.

Each line ends with the Löwdin charge.
Atoms and positions in Å:
O (0.354, 1.713, 1.281)  -0.11
O (1.339, 1.126, 3.257)  -0.10
C (-1.749, -1.229, -1.155)  -0.19
C (1.171, 1.155, 2.033)  -0.80
C (-1.263, 0.135, -1.564)  -0.18
C (2.226, 0.201, 1.207)  -0.06
H (-1.394, -1.444, -0.139)  0.07
H (-2.835, -1.258, -1.073)  0.05
H (1.598, -0.625, 0.879)  0.03
H (-1.963, 0.869, -1.154)  0.07
H (-1.436, -2.070, -1.777)  0.05
H (-0.293, 0.523, -1.256)  0.06
H (2.480, 0.745, 0.291)  0.03
H (-1.308, 0.228, -2.656)  0.05
H (3.073, -0.070, 1.826)  0.03

Summary:
**Energy relative to the best compared isomer or geometry (same formula, charge and spin)**: 9.1 kcal/mol
**Max |F|**: 2.533 eV Å⁻¹
**Frontier orbital gap**: 0.27393 hartree
**E_LUMO**: 3.9 eV
**Charge**: -1
**HOMO level**: -0.1324 hartree



Computed, not measured: a 2-piece molecular cluster, C4H9O2 overall at a distorted geometry, with ωB97M-V with the def2-TZVPD basis set.

Each line ends with the Löwdin charge.
Atoms and positions in Å:
O (-2.655, 0.700, -0.384)  -0.60
O (2.383, 0.497, -0.361)  -0.17
C (0.078, 0.318, -1.194)  -0.10
C (1.398, -0.254, -0.828)  -0.41
C (-0.068, -0.491, 0.159)  -0.28
C (0.412, 0.231, 1.530)  -0.06
H (0.139, 1.309, 1.555)  0.08
H (-1.140, -0.489, 0.264)  0.06
H (-0.482, -0.209, -2.039)  0.13
H (1.532, 0.246, 1.524)  0.05
H (1.654, -1.178, -1.378)  0.12
H (-0.070, -0.303, 2.373)  0.06
H (-0.197, 1.399, -1.082)  0.13
H (-3.085, -0.191, -0.233)  -0.15
H (0.101, -1.585, 0.095)  0.13

Summary:
**Energy relative to the best compared isomer or geometry (same formula, charge and spin)**: 111.4 kcal/mol
**Max |F|**: 7.364 eV Å⁻¹
**Frontier orbital gap**: 0.25316 hartree
**E_LUMO**: 4.0 eV
**Charge**: -1
**HOMO level**: -0.1072 hartree



Computed, not measured: a 2-piece molecular cluster, C4H9O2 overall at a distorted geometry, with ωB97M-V with the def2-TZVPD basis set.

Each line ends with the Löwdin charge.
Atoms and positions in Å:
O (1.394, -1.201, 2.403)  -0.11
O (-0.159, -1.897, 0.909)  -0.12
C (-1.274, 0.547, -1.144)  -0.18
C (-1.171, 1.322, 0.152)  -0.19
C (1.732, -0.777, 0.070)  -0.06
C (0.919, -1.357, 1.257)  -0.80
H (1.443, 0.247, -0.181)  0.04
H (-1.796, 2.219, 0.150)  0.05
H (1.423, -1.340, -0.811)  0.05
H (-0.451, 0.800, -1.814)  0.06
H (-1.289, 0.703, 1.038)  0.06
H (-1.130, -0.512, -0.899)  0.05
H (-2.259, 0.559, -1.619)  0.05
H (-0.182, 1.692, 0.445)  0.05
H (2.800, -1.008, 0.043)  0.05

Summary:
**Energy relative to the best compared isomer or geometry (same formula, charge and spin)**: 11.3 kcal/mol
**Max |F|**: 1.598 eV Å⁻¹
**Frontier orbital gap**: 0.29380 hartree
**E_LUMO**: 4.1 eV
**Charge**: -1
**HOMO level**: -0.1435 hartree



Computed, not measured: a 2-piece molecular cluster, C4H9O2 overall at a distorted geometry, with ωB97M-V with the def2-TZVPD basis set.

Each line ends with the Löwdin spin population.
Atoms and positions in Å:
O (1.817, 0.879, 2.358)  0.00
O (2.420, 1.149, 0.204)  0.00
C (1.595, 0.922, 1.123)  0.00
C (0.119, 0.716, 0.702)  0.02
C (-1.830, -0.888, -1.996)  0.13
C (-2.727, -2.066, -1.567)  0.49
H (-0.102, 1.070, -0.296)  0.00
H (0.014, -0.351, 0.820)  0.01
H (-0.542, 1.210, 1.412)  0.00
H (-2.141, -0.352, -2.892)  0.04
H (-2.538, -2.309, -0.517)  0.06
H (-0.819, -1.207, -2.262)  0.02
H (-1.749, -0.262, -1.112)  0.01
H (-2.482, -2.983, -2.122)  0.11
H (-3.796, -1.868, -1.696)  0.12

Summary:
**Energy relative to the best compared isomer or geometry (same formula, charge and spin)**: 0.0 kcal/mol
**Max |F|**: 1.013 eV Å⁻¹
**Frontier orbital gap (alpha / beta)**: 0.10625 / 0.29903 hartree
**Multiplicity**: 2
**E_LUMO (alpha / beta)**: 6.7 / 6.6 eV
**Charge**: -2
**HOMO level (alpha / beta)**: 0.1399 / -0.0554 hartree



Computed, not measured: one molecule with the formula C4H9O2 at a distorted geometry, with ωB97M-V with the def2-TZVPD basis set.

Each line ends with the Löwdin spin population.
Atoms and positions in Å:
O (-0.338, -0.170, -1.796)  0.71
O (1.139, 0.571, -0.165)  0.03
C (0.799, 0.391, -1.533)  0.13
C (-0.362, -0.224, 1.592)  0.00
C (0.038, 0.927, 0.665)  0.00
C (-1.125, -1.356, 0.921)  0.00
H (1.675, -0.138, -1.934)  0.05
H (0.323, 1.792, 1.262)  0.00
H (0.575, -0.604, 2.003)  0.00
H (-0.814, 1.188, 0.034)  0.00
H (-1.269, -2.207, 1.586)  0.00
H (-2.097, -1.014, 0.576)  0.00
H (-0.588, -1.678, 0.035)  0.00
H (-0.921, 0.185, 2.437)  0.00
H (0.841, 1.432, -1.907)  0.07

Summary:
**Energy relative to the best compared isomer or geometry (same formula, charge and spin)**: 14.1 kcal/mol
**Max |F|**: 1.888 eV Å⁻¹
**Frontier orbital gap (alpha / beta)**: 0.40731 / 0.29803 hartree
**Multiplicity**: 2
**E_LUMO (alpha / beta)**: 1.1 / -2.0 eV
**Charge**: 0
**HOMO level (alpha / beta)**: -0.3687 / -0.3716 hartree